The following is a DFT calculation (ωB97M-V/def2-TZVPD) of a structure of composition BCd2H76O40P.

Values from the calculation:
* energy: -102230.31401 eV
* frontier orbital gap: 8.11 eV
* HOMO level: -9.26 eV

Atoms and positions in Å:
Cd  2.1729  2.1016  0.8069
Cd  -1.6740  -1.1952  -0.3638
P  0.3436  0.3816  0.1729
O  1.8604  0.4211  -0.2318
O  0.3125  1.6439  1.1045
O  -0.1469  -0.9631  0.7434
O  -0.6429  0.3397  -0.9861
B  -2.4548  -3.2053  0.5147
H  -2.6882  -2.8122  -0.4626
H  -2.1046  -2.3865  1.1239
H  -3.4099  -3.5202  0.9057
H  -1.7313  -4.0017  0.4330
O  -3.7367  -5.0042  -1.5201
H  -3.6558  -5.8837  -1.1512
H  -3.3313  -4.4323  -0.8683
O  2.0107  -2.2770  1.9100
H  1.3580  -1.8038  1.3939
H  1.9351  -1.9073  2.7897
O  -2.9132  -0.8964  -2.0071
H  -3.4913  -1.4344  -2.5480
H  -2.9225  -0.0366  -2.4277
O  -3.2007  3.5009  -0.4098
H  -3.4095  4.4336  -0.3576
H  -3.5398  3.2264  -1.2618
O  -0.5823  -0.3948  6.4087
H  -0.4869  -0.4355  5.4571
H  0.2936  -0.1784  6.7286
O  0.8189  -0.0570  -5.9114
H  0.2720  -0.7826  -6.2125
H  0.3815  0.2616  -5.1219
O  -1.0268  -2.9263  -4.5012
H  -1.1967  -3.8643  -4.4145
H  -1.8724  -2.5123  -4.3285
O  2.8029  1.0583  2.5763
H  2.0330  1.0332  3.1443
H  3.4356  0.4813  3.0039
O  0.1109  5.6529  -2.5919
H  -0.1072  5.8474  -3.5034
H  -0.6571  5.1917  -2.2545
O  2.5846  0.6475  -2.6822
H  1.8828  1.2244  -2.9839
H  2.3206  0.3902  -1.7988
O  -4.9895  -2.2996  2.1906
H  -5.3913  -1.6001  1.6752
H  -4.3756  -2.7193  1.5879
O  -1.6043  3.2272  1.8356
H  -2.2744  3.3487  1.1630
H  -1.1074  2.4628  1.5441
O  2.8695  -1.2115  -4.5400
H  1.9524  -1.3394  -4.7824
H  2.8480  -0.5257  -3.8726
O  2.1103  -2.0098  -1.2915
H  2.0725  -1.2296  -0.7383
H  2.9982  -2.0077  -1.6491
O  -0.7066  4.1086  4.3460
H  -1.1537  3.9350  3.5176
H  -0.2465  3.2934  4.5458
O  -2.9679  1.6829  -3.9688
H  -3.1620  1.3476  -4.8441
H  -2.6180  2.5608  -4.1202
O  5.7031  -0.0756  0.6371
H  6.2063  -0.8586  0.4134
H  6.2966  0.4446  1.1786
O  -3.9203  0.9666  3.2163
H  -4.6499  0.5810  3.7014
H  -3.2200  1.0513  3.8632
O  0.0983  1.3497  3.8043
H  -0.2102  1.8081  3.0226
H  -0.1548  0.4375  3.6632
O  0.8537  -4.9460  4.4944
H  0.4502  -4.9225  5.3620
H  0.1546  -4.6793  3.8973
O  -0.2124  -5.3347  -0.6545
H  0.6867  -5.1776  -0.3661
H  -0.7481  -4.7903  -0.0775
O  2.1755  3.8756  2.0062
H  2.2896  4.0055  2.9477
H  2.6827  4.5805  1.6035
O  -0.7656  3.0272  -1.5766
H  -1.3947  3.3879  -0.9519
H  -0.7958  2.0819  -1.4290
O  2.6245  -4.3600  0.0079
H  2.5469  -4.1702  0.9429
H  2.4555  -3.5217  -0.4220
O  4.2829  2.1307  0.5726
H  4.7856  2.6547  -0.0510
H  4.7152  1.2767  0.5717
O  -1.0101  -1.1588  3.5368
H  -1.6682  -1.8539  3.5274
H  -0.6336  -1.1728  2.6569
O  3.7920  3.8488  -3.0872
H  4.7333  3.9954  -2.9940
H  3.6080  4.0473  -4.0054
O  -1.4255  -4.3405  2.9099
H  -1.7029  -3.7600  2.2012
H  -1.5698  -5.2228  2.5678
O  -0.0430  5.6215  1.2855
H  -0.9718  5.3900  1.2787
H  0.3206  5.1331  2.0241
O  1.8442  3.2701  -0.9111
H  2.4416  3.6649  -1.5463
H  0.9713  3.4365  -1.2669
O  -5.1807  2.7891  -2.2929
H  -5.8194  3.1915  -2.8814
H  -4.4923  2.4632  -2.8727
O  -3.1247  -0.0386  0.6289
H  -2.9914  0.9092  0.6395
H  -3.7936  -0.1943  1.2957
O  -0.4563  -2.3314  -1.7629
H  0.4791  -2.2748  -1.5680
H  -0.4964  -2.4670  -2.7096
O  4.5698  -1.0817  -1.9810
H  4.2205  -0.3209  -2.4451
H  4.6832  -0.7814  -1.0792
O  4.6900  -3.1415  2.4090
H  3.9719  -2.6219  2.0477
H  4.4386  -3.2980  3.3193
O  -0.5929  0.3448  -3.6598
H  -0.5602  0.3101  -2.7038
H  -1.3681  0.8714  -3.8545



The following is a DFT calculation (ωB97M-V/def2-TZVPD) of an isolated molecule of C3H3NO2.

Values from the calculation:
* energy: -8742.02851 eV
* frontier orbital gap: 9.54 eV
* HOMO level: -9.06 eV
* energy above the lowest of the compared OMol25 structures with the same formula, charge and spin: 71.5 kcal/mol

Atoms and positions in Å:
O  0.8732  -1.1222  -1.5340
C  0.0395  -0.2687  -1.6709
N  -1.1673  -0.2605  -0.9034
C  -0.8949  0.2010  0.2178
C  -0.1947  0.5812  1.2652
O  0.5636  -0.3097  1.9733
H  0.1354  0.5821  -2.3605
H  -0.2188  1.5879  1.6583
H  0.8641  -0.9910  1.3542



The following is a DFT calculation (ωB97M-V/def2-TZVPD) of a structure of composition C4H8N2O.

Values from the calculation:
* energy: -9299.25423 eV
* frontier orbital gap (spin up / spin down): 8.96 / 8.96 eV
* HOMO level (spin up / spin down): -9.52 / -9.52 eV
* energy above the lowest of the compared OMol25 structures with the same formula, charge and spin: 164.6 kcal/mol

Atoms and positions in Å:
N  -2.2736  -0.3936  0.1462
C  -0.8523  -0.5371  0.3704
C  -0.0005  -0.7788  -0.8787
C  1.2559  -0.0668  -0.3840
O  1.7189  1.8915  0.2270
C  -0.1127  0.7205  0.7035
N  -0.0196  1.8208  1.1753
H  -2.6583  -1.2857  -0.1545
H  -2.7427  -0.1392  1.0094
H  -0.5719  -1.2705  1.1466
H  -0.4535  -0.2236  -1.7069
H  0.1596  -1.8206  -1.1794
H  1.9513  0.2214  -1.1701
H  1.7986  -0.5955  0.3977
H  2.5029  2.4886  0.1744



The following is a DFT calculation (ωB97M-V/def2-TZVPD) of a structure of composition C15H15FN2S2.

Values from the calculation:
* energy: -43166.17413 eV
* frontier orbital gap: 7.96 eV
* HOMO level: -8.42 eV

Atoms and positions in Å:
C  -0.5347  -0.7632  -0.1355
C  -1.3111  -0.3906  -1.3994
S  -1.1546  1.3173  -1.9743
C  0.5697  1.8260  -1.7859
C  1.5198  1.4933  -2.9094
C  2.1817  2.5015  -3.5482
C  3.1141  2.2897  -4.5980
C  3.4135  1.0396  -5.0356
C  2.7549  -0.0405  -4.3961
N  2.9505  -1.3331  -4.6787
S  2.0209  -2.1687  -3.6793
N  1.3374  -0.9725  -2.8557
C  1.8234  0.1662  -3.3523
H  -0.1018  -1.7478  -0.2872
H  0.2963  -0.1040  0.0882
H  -1.1554  -0.8274  0.7474
H  -2.3706  -0.4962  -1.1814
H  -1.1072  -1.1008  -2.1869
H  1.0071  1.5152  -0.8391
H  0.5127  2.9073  -1.7467
H  1.9950  3.5183  -3.2360
H  3.5926  3.1474  -5.0448
H  4.1317  0.8908  -5.8234
F  -0.6366  -1.7672  2.8640
C  -1.3817  -1.4112  3.9301
C  -1.7443  -2.3770  4.8467
C  -2.5092  -2.0035  5.9420
C  -2.9039  -0.6820  6.1011
C  -2.5298  0.2711  5.1639
C  -1.7589  -0.0908  4.0688
H  -1.4309  -3.4020  4.7000
H  -2.7974  -2.7469  6.6728
H  -3.5028  -0.3959  6.9552
H  -2.8393  1.3004  5.2840
H  -1.4512  0.6372  3.3297



The following is a DFT calculation (ωB97M-V/def2-TZVPD) of a structure of composition CF3MgNO3PdS3.

Values from the calculation:
* energy: -58247.68145 eV
* multiplicity: 3
* frontier orbital gap (spin up / spin down): 6.55 / 6.13 eV
* HOMO level (spin up / spin down): -8.22 / -7.89 eV
* expectation value of S²: 2.01

Atoms and positions in Å:
Mg  0.8395  -1.3472  1.3692
N  0.1239  -0.3230  -1.6470
S  1.8046  -0.7476  -1.5316
O  1.5948  -1.9605  -0.4116
S  -0.3461  0.7346  -0.5143
O  0.4871  0.5806  0.7473
O  -1.9611  0.6367  -0.1553
C  0.1479  2.4418  -1.0903
F  1.4472  2.5268  -1.2993
F  -0.5036  2.7038  -2.2097
F  -0.2090  3.3090  -0.1576
Pd  -0.2245  -2.0046  -0.9672
S  -1.6257  -2.1358  1.1779



Question: The lowest energy belongs to which entry?
Answer: BCd2H76O40P